Entry one
The following is a DFT calculation (the ωB97M-V functional and the def2-TZVPD basis) of a structure of composition C35H23Cl2I2O2PSSe4Ti.

Spin multiplicity = 2
Kohn-Sham gap (spin up / spin down) = 0.2221 / 0.2219 Eh
Net charge = -1
E_LUMO (spin up / spin down) = 1.90 / 1.90 eV

Positions of all 71 atoms, in Å:
Ti1 -0.822 0.426 -0.528
Se1 0.782 3.793 1.385
Se2 0.414 2.920 -0.701
Se3 -1.654 3.589 -1.630
Se4 -2.915 1.707 -0.984
I1 0.946 -2.419 2.110
C1 1.737 -0.810 3.195
C2 1.237 -0.714 4.465
C3 1.747 0.221 5.381
C4 2.801 0.995 5.012
C5 3.352 0.902 3.712
C6 4.509 1.666 3.425
C7 5.115 1.573 2.215
C8 4.508 0.800 1.208
C9 3.344 0.096 1.394
P1 2.473 -0.505 -0.134
C10 3.275 0.467 -1.479
C11 3.586 -0.156 -2.687
C12 4.009 0.588 -3.782
C13 4.124 1.966 -3.689
C14 3.813 2.597 -2.492
C15 3.391 1.857 -1.400
C16 3.272 -2.134 -0.446
C17 4.608 -2.388 -0.153
C18 5.180 -3.611 -0.473
C19 4.423 -4.594 -1.096
C20 3.087 -4.353 -1.385
C21 2.516 -3.133 -1.053
C22 2.784 0.043 2.725
H1 0.438 -1.375 4.776
H2 1.314 0.291 6.371
H3 3.251 1.695 5.706
H4 4.905 2.307 4.203
H5 6.019 2.126 1.997
H6 4.957 0.822 0.225
H7 3.491 -1.230 -2.786
H8 4.244 0.080 -4.710
H9 4.451 2.546 -4.543
H10 3.882 3.674 -2.406
H11 3.156 2.372 -0.475
H12 5.211 -1.631 0.334
H13 6.220 -3.795 -0.234
H14 4.871 -5.547 -1.347
H15 2.480 -5.114 -1.860
H16 1.463 -2.958 -1.242
Cl1 0.059 0.770 -3.036
C23 0.323 -0.808 -3.720
C24 0.995 -0.872 -4.926
C25 1.233 -2.109 -5.499
C26 0.792 -3.254 -4.853
C27 0.118 -3.154 -3.650
Cl2 -0.401 -4.630 -2.890
C28 -0.146 -1.924 -3.022
S1 -0.963 -1.830 -1.488
H17 1.334 0.041 -5.395
H18 1.762 -2.183 -6.440
H19 0.967 -4.234 -5.274
I2 -2.776 0.402 7.977
C29 -2.370 0.301 5.927
C30 -2.841 -0.782 5.196
C31 -2.558 -0.849 3.840
C32 -1.795 0.145 3.244
C33 -1.330 1.226 3.983
C34 -1.630 1.313 5.333
C35 -1.424 0.051 1.812
O1 -2.060 -0.636 0.982
O2 -0.418 0.729 1.412
H20 -3.418 -1.559 5.677
H21 -2.911 -1.676 3.239
H22 -0.731 1.983 3.486
H23 -1.278 2.152 5.917

=====

Entry two
The following is a DFT calculation (the ωB97M-V functional and the def2-TZVPD basis) of a structure of composition C35H23Cl2I2O2PSSe4Ti.

Spin multiplicity = 2
Kohn-Sham gap (spin up / spin down) = 0.2213 / 0.2211 Eh
Net charge = -1
E_LUMO (spin up / spin down) = 1.90 / 1.90 eV

Positions of all 71 atoms, in Å:
Ti1 1.664 -1.379 -1.579
Se1 -1.928 -3.591 -1.482
Se2 -0.754 -2.084 -2.764
Se3 0.670 -3.148 -4.326
Se4 2.647 -3.091 -3.056
I1 1.488 0.118 2.337
C1 -0.202 -1.073 2.669
C2 -0.016 -2.097 3.554
C3 -1.101 -2.860 4.018
C4 -2.361 -2.521 3.629
C5 -2.582 -1.458 2.719
C6 -3.917 -1.083 2.432
C7 -4.176 -0.038 1.603
C8 -3.104 0.583 0.933
C9 -1.789 0.229 1.117
P1 -0.578 0.822 -0.170
C10 -1.688 1.183 -1.598
C11 -1.404 2.281 -2.410
C12 -2.115 2.503 -3.580
C13 -3.124 1.630 -3.961
C14 -3.406 0.527 -3.168
C15 -2.690 0.300 -2.003
C16 -0.186 2.553 0.332
C17 -1.180 3.499 0.585
C18 -0.853 4.805 0.908
C19 0.480 5.191 0.982
C20 1.477 4.261 0.733
C21 1.144 2.949 0.417
C22 -1.491 -0.750 2.136
H1 0.979 -2.312 3.922
H2 -0.921 -3.679 4.703
H3 -3.227 -3.048 4.011
H4 -4.718 -1.641 2.903
H5 -5.190 0.282 1.401
H6 -3.355 1.315 0.181
H7 -0.620 2.976 -2.129
H8 -1.878 3.364 -4.193
H9 -3.679 1.801 -4.875
H10 -4.167 -0.184 -3.466
H11 -2.904 -0.590 -1.421
H12 -2.225 3.227 0.513
H13 -1.642 5.525 1.095
H14 0.739 6.213 1.231
H15 2.520 4.546 0.786
H16 1.928 2.225 0.233
Cl1 1.256 0.255 -3.680
C23 2.031 1.763 -3.291
C24 1.710 2.861 -4.067
C25 2.318 4.075 -3.804
C26 3.243 4.163 -2.775
C27 3.542 3.046 -2.017
Cl2 4.693 3.228 -0.728
C28 2.937 1.793 -2.227
S1 3.270 0.431 -1.201
H17 0.985 2.754 -4.863
H18 2.074 4.948 -4.395
H19 3.735 5.098 -2.545
I2 1.907 -7.122 5.023
C29 1.961 -5.730 3.456
C30 3.084 -4.929 3.299
C31 3.104 -3.996 2.274
C32 2.003 -3.859 1.439
C33 0.885 -4.669 1.602
C34 0.868 -5.620 2.609
C35 1.994 -2.821 0.381
O1 3.036 -2.275 -0.040
O2 0.866 -2.492 -0.121
H20 3.927 -5.031 3.968
H21 3.964 -3.357 2.121
H22 0.039 -4.535 0.935
H23 0.004 -6.256 2.743

=====

Quick one: most stable of them? entry one

=====

Entry one
The following is a DFT calculation (the ωB97M-V functional and the def2-TZVPD basis) of a structure of composition C27H33AsBrN8O8S2Ti.

Spin multiplicity = 2
Kohn-Sham gap (spin up / spin down) = 0.2874 / 0.2929 Eh
E_LUMO (spin up / spin down) = 0.02 / 0.02 eV

Positions of all 81 atoms, in Å:
Ti1 -1.096 0.060 -0.346
C1 -2.472 2.687 -1.958
C2 -3.442 1.960 -1.039
N1 -3.213 0.508 -1.137
C3 -3.624 -0.041 -2.435
C4 -2.682 -1.144 -2.892
N2 -1.288 -0.809 -2.580
C5 -0.627 -0.001 -3.612
C6 -0.932 1.495 -3.480
N3 -1.205 1.928 -2.097
H1 -2.906 2.838 -2.949
H2 -2.272 3.669 -1.539
H3 -3.265 2.247 -0.009
H4 -4.475 2.218 -1.297
H5 -3.699 0.066 -0.364
H6 -4.653 -0.412 -2.409
H7 -3.613 0.769 -3.164
H8 -2.908 -2.079 -2.391
H9 -2.814 -1.312 -3.968
H10 -0.781 -1.684 -2.493
H11 0.441 -0.170 -3.530
H12 -0.925 -0.333 -4.614
H13 -0.090 2.053 -3.898
H14 -1.794 1.740 -4.100
H15 -0.459 2.531 -1.775
N4 6.172 -2.016 -0.050
C7 4.913 -1.888 0.487
C8 4.393 -0.623 0.778
C9 3.123 -0.492 1.307
C10 2.352 -1.621 1.546
C11 2.867 -2.884 1.289
C12 4.134 -3.020 0.755
S1 0.761 -1.463 2.286
O1 0.586 -2.596 3.142
O2 0.705 -0.143 2.849
N5 -0.274 -1.483 1.013
C13 -1.286 -2.375 0.925
N6 -2.216 -1.943 0.039
C14 -3.366 -2.609 -0.020
C15 -3.590 -3.754 0.706
C16 -2.506 -4.206 1.456
N7 -1.371 -3.550 1.567
H16 6.738 -1.210 -0.229
H17 6.550 -2.919 -0.264
H18 4.994 0.260 0.590
H19 2.716 0.485 1.537
H20 2.269 -3.755 1.525
H21 4.538 -4.006 0.556
H22 -4.133 -2.212 -0.679
H23 -4.528 -4.286 0.664
H24 -2.561 -5.151 1.988
O3 -3.433 2.717 2.272
As1 -2.340 1.378 2.681
O4 -3.031 0.540 3.890
O5 -2.193 0.586 1.205
C17 -0.717 2.232 3.297
C18 -0.597 2.215 4.677
C19 0.535 2.741 5.289
C20 1.555 3.274 4.523
C21 1.449 3.286 3.138
C22 0.316 2.768 2.534
S2 0.237 2.812 0.774
O6 1.429 3.462 0.279
O7 -1.025 3.418 0.420
O8 0.272 1.373 0.329
H25 -4.138 2.665 2.931
H26 -1.384 1.752 5.258
H27 0.621 2.718 6.367
H28 2.440 3.679 4.997
H29 2.233 3.694 2.517
Br1 0.900 -3.211 -1.578
C23 1.902 -1.604 -1.784
C24 3.145 -1.745 -2.386
C25 3.875 -0.601 -2.637
C26 3.345 0.619 -2.245
C27 2.114 0.640 -1.622
N8 1.368 -0.456 -1.404
H30 3.509 -2.727 -2.648
H31 4.845 -0.666 -3.112
H32 3.878 1.547 -2.395
H33 1.710 1.571 -1.249

=====

Entry two
The following is a DFT calculation (the ωB97M-V functional and the def2-TZVPD basis) of a structure of composition C27H33AsBrN8O8S2Ti.

Spin multiplicity = 2
Kohn-Sham gap (spin up / spin down) = 0.2760 / 0.2968 Eh
E_LUMO (spin up / spin down) = 0.09 / -0.03 eV

Positions of all 81 atoms, in Å:
Ti1 -0.413 -0.223 -0.120
C1 2.089 -2.816 0.124
C2 1.740 -2.259 -1.278
N1 0.310 -1.961 -1.357
C3 -0.543 -3.153 -1.261
C4 -1.748 -2.946 -0.312
N2 -1.488 -2.000 0.785
C5 -1.060 -2.670 2.014
C6 0.338 -3.268 1.808
N3 1.150 -2.292 1.103
H1 3.114 -2.530 0.376
H2 2.052 -3.912 0.099
H3 2.043 -2.982 -2.051
H4 2.292 -1.331 -1.446
H5 0.114 -1.497 -2.246
H6 0.061 -3.994 -0.917
H7 -0.948 -3.416 -2.246
H8 -2.058 -3.922 0.093
H9 -2.570 -2.550 -0.916
H10 -2.371 -1.514 0.977
H11 -1.761 -3.473 2.297
H12 -1.039 -1.933 2.821
H13 0.250 -4.181 1.213
H14 0.769 -3.558 2.777
H15 1.664 -1.731 1.790
N4 -0.619 3.042 6.947
C7 0.112 2.387 5.987
C8 1.220 3.008 5.400
C9 1.862 2.417 4.336
C10 1.419 1.205 3.829
C11 0.394 0.531 4.463
C12 -0.260 1.119 5.531
S1 2.313 0.581 2.409
O1 3.388 1.506 2.217
O2 2.699 -0.780 2.758
N5 1.273 0.480 1.112
C13 1.793 0.840 -0.070
N6 0.868 0.803 -1.089
C14 1.261 1.199 -2.313
C15 2.564 1.605 -2.549
C16 3.447 1.517 -1.484
N7 3.067 1.113 -0.272
H16 -0.172 3.812 7.417
H17 -1.259 2.501 7.504
H18 1.563 3.960 5.780
H19 2.721 2.872 3.872
H20 0.108 -0.450 4.121
H21 -1.081 0.607 6.007
H22 0.493 1.200 -3.078
H23 2.869 1.965 -3.516
H24 4.497 1.758 -1.572
O3 -4.003 -0.829 -0.163
As1 -3.229 0.256 -1.467
O4 -4.042 -0.199 -2.792
O5 -1.704 -0.426 -1.423
C17 -4.020 1.919 -0.742
C18 -5.396 2.050 -0.643
C19 -5.925 3.222 -0.121
C20 -5.087 4.243 0.303
C21 -3.708 4.104 0.196
C22 -3.193 2.936 -0.330
S2 -1.494 2.458 -0.593
O6 -1.506 2.045 -1.980
O7 -0.595 3.527 -0.273
O8 -1.422 1.312 0.365
H25 -4.847 -1.126 -0.514
H26 -6.030 1.247 -0.999
H27 -6.995 3.334 -0.042
H28 -5.507 5.156 0.704
H29 -3.024 4.884 0.507
Br1 -2.471 0.900 2.942
C23 -1.567 2.563 2.828
C24 -2.196 3.722 3.237
C25 -1.480 4.902 3.084
C26 -0.208 4.854 2.533
C27 0.315 3.621 2.181
N8 -0.354 2.493 2.348
H30 -3.193 3.697 3.646
H31 -1.915 5.842 3.393
H32 0.369 5.751 2.380
H33 1.310 3.512 1.778

=====

Quick one: most stable of them? entry one

=====

Entry one
The following is a DFT calculation (the ωB97M-V functional and the def2-TZVPD basis) of an isolated molecule of C3H3BrS.

Spin multiplicity = 1
Kohn-Sham gap = 0.3027 Eh
E_LUMO = -0.57 eV

Positions of all 8 atoms, in Å:
C1 0.075 0.055 0.054
C2 0.213 -0.587 1.060
C3 -0.076 1.252 -0.842
S1 0.439 -1.917 2.153
Br1 -0.403 -3.307 0.691
H1 0.932 1.685 -0.570
H2 -0.944 1.817 -0.581
H3 -0.237 1.002 -1.965

=====

Entry two
The following is a DFT calculation (the ωB97M-V functional and the def2-TZVPD basis) of an isolated molecule of C3H3BrS.

Spin multiplicity = 1
Kohn-Sham gap = 0.3053 Eh
E_LUMO = 0.52 eV

Positions of all 8 atoms, in Å:
C1 0.800 -0.124 -1.466
C2 0.284 0.366 -0.372
C3 -0.561 0.067 1.017
S1 0.603 1.683 -1.520
Br1 -1.162 -1.772 0.965
H1 1.249 -1.053 -1.757
H2 -1.316 0.713 1.272
H3 0.103 0.119 1.859

=====

Quick one: most stable of them? entry one

=====

Entry one
The following is a DFT calculation (the ωB97M-V functional and the def2-TZVPD basis) of a structure of composition C5H6Br2.

Spin multiplicity = 1
Kohn-Sham gap (spin up / spin down) = 0.2205 / 0.3070 Eh
E_LUMO (spin up / spin down) = -1.22 / -0.27 eV

Positions of all 13 atoms, in Å:
C1 -0.658 -1.575 -0.140
C2 -1.831 1.906 -0.751
C3 -0.869 -0.267 0.280
C4 -1.222 0.812 -0.412
C5 2.309 -0.389 0.857
Br1 1.892 -1.630 -0.418
Br2 3.028 1.220 -0.022
H1 -0.495 -2.321 0.565
H2 -0.833 -1.962 -1.142
H3 -1.466 2.568 -1.468
H4 -2.735 2.213 -0.156
H5 -0.181 -0.093 1.098
H6 3.060 -0.482 1.709

=====

Entry two
The following is a DFT calculation (the ωB97M-V functional and the def2-TZVPD basis) of an isolated molecule of C5H6Br2.

Spin multiplicity = 1
Kohn-Sham gap = 0.3860 Eh
E_LUMO = 0.68 eV

Positions of all 13 atoms, in Å:
C1 -0.081 -1.307 0.390
C2 0.518 -0.436 1.168
C3 -0.505 -0.661 -0.933
C4 0.613 0.911 0.523
C5 -0.398 0.779 -0.623
Br1 2.434 1.185 -0.107
Br2 -2.088 1.460 0.013
H1 -0.282 -2.382 0.558
H2 0.824 -0.751 2.185
H3 0.246 -0.827 -1.658
H4 -1.570 -0.868 -1.073
H5 0.312 1.666 1.120
H6 -0.024 1.231 -1.563

=====

Quick one: most stable of them? entry two